Formula: C3H15N2O3
Source: OMol25
Level of theory: the ωB97M-V functional and the def2-TZVPD basis

Geometry as XYZ:
```
23
Properties=species:S:1:pos:R:3:forces:R:3
N 3.09454 2.75269 0.62604 1.46 0.71 3.22
C -1.42887 -1.43481 0.59560 0.53 -1.38 -0.86
C -2.74446 -1.01971 1.09663 -3.54 1.26 1.93
O -3.05554 0.38377 0.73939 0.42 -1.29 -0.38
C -1.19536 -2.01692 -0.78749 -1.79 -0.77 0.52
N -0.22306 -1.30871 -1.62033 -0.46 -0.17 1.30
H 2.22000 2.30905 0.40558 -0.63 0.91 -0.70
H 3.13874 2.58023 1.68158 0.31 0.01 -1.83
H 3.22675 3.80362 0.62847 -1.14 -1.74 -0.79
H -0.62988 -1.46939 1.35180 0.19 0.27 -0.57
H -2.94174 -1.01095 2.26262 1.21 -0.66 -2.21
H -3.59399 -1.63798 0.63298 1.53 0.27 0.39
H -4.00367 0.36553 0.53678 0.21 0.31 -0.06
H -0.81107 -3.08963 -0.59857 -0.70 1.30 -0.22
H -2.23165 -2.03875 -1.30475 1.80 -0.21 0.62
H 0.71987 -1.38231 -1.25412 0.29 0.03 -0.23
H -0.49502 -0.34289 -1.63284 0.19 0.76 -0.30
H 4.54367 -0.35229 -2.39880 -0.83 0.81 0.81
H 4.08318 0.77596 -1.36581 0.27 -0.13 -0.18
O 3.77817 0.04263 -1.91539 0.42 -0.64 -0.51
H -0.71855 0.55282 0.86025 1.00 2.80 -0.58
H -0.42325 2.16147 1.04457 -0.04 -1.83 -1.10
O -0.30882 1.37655 0.41581 -0.71 -0.63 1.72
```
Positions in Å, forces in eV/Å.

As for the spin multiplicity: 1. The total charge is +1. Its energy above the lowest of the compared OMol25 structures with the same formula, charge and spin is 595.8 kJ/mol. The calculation puts the HOMO energy at -12.5 eV.